Molecular formula: C49H50N8P3STeY
Method: DFT, wB97M-V/def2-TZVPD

```
113
C49H50N8P3STeY | the Open Molecules 2025 dataset | wB97M-V/def2-TZVPD
Y 0.3781 1.2015 0.7372
C -0.4700 0.3238 6.5276
N -0.6438 -0.1875 5.1542
C -1.3895 -1.4319 4.9533
C -0.1384 0.4273 4.0769
N -0.4064 0.1179 2.8451
N 0.7994 1.4352 4.3432
C 0.8736 2.6572 3.6942
N 1.6815 3.5435 4.2881
N 0.2155 2.8748 2.6010
H -1.2597 -0.0827 7.1453
H -0.5634 1.4043 6.5567
H 0.4841 0.0223 6.9626
H -1.4542 -1.9590 5.8988
H -0.8670 -2.0846 4.2486
H -2.4025 -1.2460 4.5916
H -1.1468 -0.5598 2.7666
H 1.3234 1.3415 5.1893
H 2.2443 3.2999 5.0832
H 1.9830 4.3387 3.7579
H 0.3499 3.8300 2.3003
N -2.8177 2.7050 -0.2491
P -2.5594 1.0398 0.0610
C -4.0580 0.6957 1.0427
C -3.9431 0.4682 2.4138
C -5.0752 0.2666 3.1985
C -6.3318 0.3031 2.6119
C -6.4569 0.5354 1.2425
C -5.3263 0.7250 0.4566
C -2.8943 0.2053 -1.5122
C -2.9863 -1.1861 -1.4738
C -3.3510 -1.8948 -2.6095
C -3.6079 -1.2111 -3.7966
C -3.4876 0.1718 -3.8443
C -3.1345 0.8845 -2.6992
C -1.8577 3.6490 -0.5480
C -2.2622 4.9480 -0.8628
C -1.3166 5.8811 -1.1987
C 0.0313 5.5195 -1.2260
C 0.3560 4.2359 -0.8877
N -0.5628 3.2894 -0.5325
H -3.7664 3.0307 -0.2444
H -2.9616 0.4768 2.8757
H -4.9789 0.0918 4.2676
H -7.2194 0.1480 3.2195
H -7.4409 0.5559 0.7833
H -5.4367 0.8637 -0.6146
H -2.7977 -1.7224 -0.5469
H -3.4271 -2.9784 -2.5717
H -3.9000 -1.7593 -4.6874
H -3.6681 0.7014 -4.7756
H -3.0363 1.9662 -2.7438
H -3.3189 5.1965 -0.8427
H -1.6207 6.8922 -1.4460
H 0.8106 6.2215 -1.4997
H 1.3885 3.9165 -0.8911
N 1.4546 -1.2752 -1.2438
P 0.7122 -1.7800 0.2196
C -0.2509 -3.2503 -0.1827
C 0.1437 -4.1599 -1.1610
C -0.6290 -5.2838 -1.4229
C -1.7993 -5.5111 -0.7039
C -2.1949 -4.6170 0.2824
C -1.4218 -3.4894 0.5361
C 2.0559 -2.3697 1.2761
C 2.5994 -1.4533 2.1862
C 3.6677 -1.8007 3.0018
C 4.1857 -3.0866 2.9318
C 3.6361 -4.0156 2.0527
C 2.5711 -3.6636 1.2349
P 0.9231 0.1711 -1.9938
C 0.0972 -0.3613 -3.5336
C -0.0957 0.5620 -4.5719
C -0.6436 0.1568 -5.7813
C -1.0143 -1.1719 -5.9676
C -0.8586 -2.0812 -4.9329
C -0.3184 -1.6744 -3.7130
C 2.4194 0.9337 -2.6853
C 3.6078 0.2327 -2.8368
C 4.7216 0.8575 -3.3918
C 4.6462 2.1796 -3.8043
C 3.4535 2.8830 -3.6657
C 2.3523 2.2620 -3.1030
H 1.8688 -1.9787 -1.8431
H 1.0601 -4.0109 -1.7294
H -0.3134 -5.9863 -2.1863
H -2.3988 -6.3908 -0.9103
H -3.1017 -4.7954 0.8494
H -1.7345 -2.7904 1.3080
H 2.2147 -0.4428 2.2516
H 4.1042 -1.0675 3.6760
H 5.0199 -3.3686 3.5648
H 4.0343 -5.0222 2.0086
H 2.1474 -4.4074 0.5712
H 0.2135 1.5947 -4.4573
H -0.7681 0.8761 -6.5863
H -1.4270 -1.4939 -6.9197
H -1.1606 -3.1162 -5.0670
H -0.2265 -2.3960 -2.9105
H 3.6921 -0.7988 -2.5117
H 5.6545 0.3079 -3.4881
H 5.5147 2.6643 -4.2356
H 3.3901 3.9187 -3.9843
H 1.4360 2.8277 -2.9755
Te 3.0494 2.4490 0.7265
C 4.6739 1.1391 0.5348
C 4.7722 -0.1143 0.0022
C 6.1078 -0.6377 0.0385
C 6.9937 0.2349 0.5891
S 6.2145 1.6835 1.0594
H 3.9259 -0.6555 -0.4032
H 6.3867 -1.6213 -0.3304
H 8.0598 0.1067 0.7418
```

gap between HOMO and LUMO = 6.764 eV
net charge = +2
energy above the lowest of the compared OMol25 structures with the same formula, charge and spin = 92.40 kJ/mol
F_max = 0.0269 Eh/bohr



Molecular formula: C49H51AsN8O3SSeY
Method: DFT, wB97M-V/def2-TZVPD

```
115
C49H51AsN8O3SSeY | the Open Molecules 2025 dataset | wB97M-V/def2-TZVPD
Y -0.7085 0.8889 -0.2786
C -0.0248 -2.0537 3.0825
C -0.9667 -3.0839 3.0132
C -1.9507 -3.0251 2.0593
C -1.9839 -1.9554 1.1463
N -1.0421 -1.0007 1.1848
C -0.1121 -1.0453 2.1589
N -3.0534 -1.9311 0.2825
C -3.1335 -1.2474 -0.8074
N -2.2014 -0.4324 -1.4308
C -2.7264 -0.0912 -2.6852
N -2.1856 0.5046 -3.6763
C -0.9253 1.0495 -3.7144
C -0.3965 1.2609 -4.9989
C 0.8457 1.8207 -5.1502
C 1.5609 2.1927 -4.0110
C 0.9786 1.9713 -2.7908
N -0.2355 1.4067 -2.6192
C -4.1086 -0.6017 -2.7832
C -5.0602 -0.4644 -3.7749
C -6.2922 -1.0676 -3.5545
C -6.5473 -1.7882 -2.3859
C -5.5772 -1.9275 -1.4012
C -4.3601 -1.3122 -1.6283
H 0.7436 -2.0361 3.8423
H -0.9296 -3.9082 3.7136
H -2.7276 -3.7721 1.9846
H 0.5932 -0.2184 2.1770
H -1.0050 0.9706 -5.8425
H 1.2590 1.9798 -6.1373
H 2.5393 2.6461 -4.0738
H 1.5025 2.2536 -1.8834
H -4.8487 0.0987 -4.6734
H -7.0716 -0.9800 -4.3000
H -7.5182 -2.2464 -2.2502
H -5.7585 -2.4864 -0.4931
O -1.5061 1.6353 1.8757
S -2.3897 2.7442 1.4443
O -2.0752 4.0066 2.0439
N -2.3129 2.6756 -0.1595
C -3.5817 2.5321 -0.7296
O -3.7998 2.5074 -1.9131
C -4.6221 2.3191 0.3353
C -5.9687 2.0688 0.1461
C -6.7559 1.8677 1.2723
C -6.2107 1.9254 2.5538
C -4.8596 2.1831 2.7477
C -4.0941 2.3610 1.6126
H -6.3768 2.0309 -0.8553
H -7.8126 1.6668 1.1572
H -6.8507 1.7702 3.4119
H -4.4308 2.2385 3.7388
C 6.3627 -3.6071 2.0481
C 5.6715 -3.2261 0.7436
C 4.9978 -1.8564 0.7957
C 3.7184 -1.8169 1.6244
N 2.6402 -2.6049 1.0270
C 1.8199 -2.1782 0.0455
Se 1.9275 -0.4997 -0.7606
N 0.9647 -3.1719 -0.2581
C -0.0678 -3.1786 -1.2947
C 0.3511 -3.9704 -2.5279
C 1.4303 -3.2891 -3.3664
C 0.9232 -2.0444 -4.0856
C 1.2183 -4.2570 0.5725
C 0.5895 -5.4900 0.6867
C 1.0669 -6.3439 1.6631
C 2.1348 -5.9807 2.4942
C 2.7619 -4.7541 2.3739
C 2.2813 -3.8977 1.3912
H 6.7931 -4.6065 1.9911
H 5.6782 -3.5960 2.8993
H 7.1699 -2.9088 2.2754
H 4.9381 -3.9895 0.4652
H 6.4094 -3.2186 -0.0605
H 4.7552 -1.5095 -0.2109
H 5.6892 -1.1224 1.2198
H 3.3552 -0.7931 1.7124
H 3.8745 -2.2065 2.6306
H -0.2930 -2.1427 -1.5404
H -0.9634 -3.6082 -0.8421
H -0.5451 -4.1161 -3.1381
H 0.6813 -4.9654 -2.2181
H 1.8060 -4.0069 -4.0981
H 2.2835 -3.0279 -2.7314
H 0.0838 -2.2866 -4.7416
H 1.7081 -1.5958 -4.6955
H 0.5928 -1.2817 -3.3779
H -0.2365 -5.7699 0.0474
H 0.6096 -7.3160 1.7867
H 2.4802 -6.6790 3.2440
H 3.5899 -4.4848 3.0139
C 1.3301 3.0841 2.7039
As 1.2423 3.0944 0.7637
C 3.1428 3.1163 0.3416
C 0.7449 4.9499 0.3334
C 1.4435 5.9691 1.1789
C 0.8774 6.3709 2.3878
C 1.5256 7.2898 3.1987
C 2.7495 7.8200 2.8133
C 3.3165 7.4326 1.6080
C 2.6665 6.5137 0.7962
H 1.9863 3.8809 3.0510
H 1.7194 2.1197 3.0312
H 0.3306 3.2230 3.1089
H 3.6379 3.8876 0.9300
H 3.2885 3.3359 -0.7168
H 3.5763 2.1411 0.5584
H -0.3356 5.0106 0.4559
H 0.9707 5.0720 -0.7278
H -0.0832 5.9629 2.6824
H 1.0706 7.5993 4.1306
H 3.2533 8.5403 3.4440
H 4.2627 7.8535 1.2936
H 3.1070 6.2295 -0.1531
```

gap between HOMO and LUMO = 7.580 eV
net charge = +1
energy above the lowest of the compared OMol25 structures with the same formula, charge and spin = 2.29 kJ/mol
F_max = 0.0037 Eh/bohr



Which formula does entry 2 have? C49H51AsN8O3SSeY